Formula: C4H6O2
Source: the OMol25 dataset
Level of theory: ωB97M-V/def2-TZVPD

CARTESIAN COORDINATES (ANGSTROEM)
O  -1.769  -0.105  -1.345
C  -0.879  1.045  0.762
H  2.119  0.274  0.255
H  0.388  -2.041  -0.823
O  -2.274  1.484  0.330
C  1.018  -1.160  -0.837
H  1.328  -1.067  1.246
C  1.514  -0.629  0.269
H  1.179  -0.708  -1.811
C  -1.624  0.572  -0.376
H  -0.131  1.829  0.658
H  -0.874  0.485  1.695

Forces on atoms 1 to 6 (eV/Å):
-0.11 0.44 0.48
-0.06 0.19 0.20
-0.02 -0.12 -0.05
0.08 0.02 0.04
-0.03 -0.04 -0.05
0.01 0.04 -0.05

Output
Gap between HOMO and LUMO, eV: 11.1
ΔE to the lowest compared entry with this formula, charge and spin, kcal/mol: 64.2
SMILES: O=C1CO1.C=C

Löwdin population analysis, charges in e, atoms 1 to 4:
1 O 0.137
2 C 0.012
3 H 0.055
4 H 0.061

Formula: C3H5ClFNOS
Source: the OMol25 dataset
Level of theory: ωB97M-V/def2-TZVPD

CARTESIAN COORDINATES (ANGSTROEM)
C  2.080  0.113  0.336
S  -3.316  0.485  -0.110
O  0.283  -0.943  -0.948
H  2.318  0.820  1.313
N  -1.725  -0.025  -0.122
H  -0.015  0.308  0.955
F  2.923  -0.675  -0.192
Cl  1.738  1.564  -0.621
C  0.740  -0.551  0.487
H  0.682  -1.350  1.259
H  -3.213  1.806  0.603
C  -1.081  -0.614  -1.040
H  -1.415  -0.938  -1.920

Forces on atoms 1 to 6 (eV/Å):
-3.35 3.86 3.62
-0.47 1.89 0.45
-1.57 1.06 3.83
0.31 -3.08 -1.64
1.13 0.11 -0.08
2.01 -2.40 -1.59

Output
Gap between HOMO and LUMO, eV: 9.3
ΔE to the lowest compared entry with this formula, charge and spin, kcal/mol: 48.9
SMILES: F[C@@H](Cl)CO/C=N/S

Löwdin population analysis, charges in e, atoms 1 to 4:
1 C -0.820
2 S 0.661
3 O -0.091
4 H 0.148

Formula: C41H55N8SSi4TeTi
Source: the OMol25 dataset
Level of theory: ωB97M-V/def2-TZVPD

CARTESIAN COORDINATES (ANGSTROEM)
C  -1.291  2.726  2.740
C  -2.708  2.342  5.118
H  4.544  0.035  5.469
H  1.821  2.542  -3.082
C  4.131  1.402  3.803
H  3.848  0.613  0.978
H  4.554  1.465  2.794
H  0.792  -0.205  -3.357
C  1.288  -4.174  -3.988
N  -0.648  2.834  1.524
H  -3.104  -3.632  -0.503
Si  0.387  -2.675  -3.196
C  -1.736  3.332  5.027
C  0.866  5.801  -0.073
C  -2.384  2.835  -0.848
H  1.417  0.991  0.882
Si  -0.941  -4.877  -0.377
H  2.333  -4.211  -3.702
C  2.932  -2.919  1.633
C  -4.007  -0.899  -2.365
H  4.592  2.177  4.421
C  -2.156  3.991  -3.003
H  0.595  -6.779  -1.025
C  -4.705  -1.043  -0.087
H  -4.161  -1.131  -3.408
Te  -0.521  -1.175  0.714
H  5.300  1.331  -0.887
C  -3.393  4.563  -2.815
C  1.255  -1.082  -3.802
H  -1.855  -3.611  -3.863
N  3.023  -0.604  4.160
H  -2.394  4.807  1.710
H  -3.788  5.246  -3.555
C  -2.999  1.542  4.029
H  1.780  6.078  -0.582
C  0.729  4.524  0.435
C  -3.630  3.413  -0.710
H  -1.096  -4.278  2.032
N  2.690  1.546  3.780
H  -2.897  -4.602  -1.942
H  2.388  -3.592  2.288
C  -0.153  6.730  0.063
C  2.044  1.217  0.023
H  -0.043  7.728  -0.339
H  1.244  -4.155  -5.073
C  -1.470  5.093  1.221
H  -2.132  7.073  0.810
N  -2.501  1.101  1.649
N  -3.543  0.272  1.493
S  0.459  0.069  3.934
C  -1.321  6.363  0.714
H  4.892  -2.421  -0.839
C  -1.626  3.141  -2.012
C  3.645  1.975  -2.106
H  1.203  -0.961  -4.881
N  0.085  1.932  -1.147
C  -1.336  -2.672  -4.030
H  3.884  -2.616  -2.259
C  -0.452  4.131  1.074
C  -2.958  -0.104  -1.970
N  -0.361  2.683  -2.162
H  -1.046  -7.367  -0.857
H  -5.098  4.755  -1.528
C  -0.444  -6.536  -1.216
Si  2.609  -3.337  -0.209
C  1.441  1.741  -1.137
H  -5.670  -2.101  -1.663
H  2.241  2.284  3.260
C  -1.032  3.529  3.850
H  2.302  -1.065  -3.521
C  3.878  -2.316  -1.217
H  -3.252  2.210  6.043
H  -1.609  -5.949  1.839
H  2.568  -1.918  1.841
C  -4.132  4.288  -1.670
C  -3.651  -0.155  0.250
H  0.832  -5.102  -3.661
H  -5.337  -1.383  0.720
C  4.226  1.437  -0.965
H  -2.243  0.276  -2.702
H  -3.767  0.788  4.074
H  2.533  -5.806  0.219
C  -2.773  -4.600  -0.864
H  -1.952  -1.885  -3.614
H  -1.534  3.970  5.878
H  -1.568  4.191  -3.887
N  -2.727  0.245  -0.699
C  -2.299  1.727  2.835
H  1.539  3.814  0.336
C  3.410  1.054  0.091
C  4.317  -0.007  4.395
H  4.271  2.292  -2.929
Ti  -1.293  1.463  0.215
H  -3.446  -5.350  -0.458
H  4.160  -5.353  -0.251
H  -4.241  3.191  0.163
H  -0.573  -6.484  -2.293
C  2.071  0.348  3.947
H  2.903  -5.496  -1.461
C  -4.881  -1.414  -1.386
H  5.110  -0.568  3.893
H  3.983  -2.959  1.908
C  2.280  2.120  -2.202
H  2.753  -1.479  4.575
C  3.108  -5.172  -0.447
Si  0.356  -2.933  -0.838
H  -1.282  -2.513  -5.105
H  0.098  -5.539  1.817
H  3.620  -1.264  -1.180
H  -0.283  4.311  3.778
C  -0.888  -5.206  1.508

Forces on atoms 1 to 6 (eV/Å):
-0.63 -0.36 0.85
-0.04 0.02 0.14
0.03 0.06 -0.11
0.02 0.03 -0.06
0.34 0.14 -0.17
-0.01 -0.01 0.05

Output
2S+1: 3
Gap between HOMO and LUMO (spin up / spin down), eV: 6.2 / 5.2
ΔE to the lowest compared entry with this formula, charge and spin, kcal/mol: 40.6
Charge: -1

Löwdin population analysis, charges in e, atoms 1 to 4:
1 C -0.300
2 C -0.113
3 H 0.112
4 H 0.097